The following is a quantum chemistry calculation of a structure of composition C23H30MoN3O5S2Si at a distorted geometry, from the OMol25 dataset.

Structure (XYZ):
```
65
Properties=species:S:1:pos:R:3:forces:R:3
Mo -0.87898 -1.00733 1.03629 1.3963 -1.1153 0.2439
S -1.10355 -1.70210 -1.72719 -0.5600 0.0569 0.0396
S -2.52356 -0.55396 -0.62965 0.1218 0.3107 0.0268
Si -1.45526 1.45731 1.51238 0.0565 0.6212 -1.7757
O -0.74418 -2.45916 -0.40615 0.2711 0.2783 -0.1268
O -0.07325 -0.75781 -2.06548 0.0923 -0.0930 -0.0464
O -1.64273 -2.53928 -2.72261 -0.1192 -0.1260 0.1715
O 0.59796 -0.14844 0.53265 -0.0419 0.6787 0.1526
O 2.33029 1.17501 -0.03136 -0.0130 0.0142 -0.0930
N -0.77821 2.06652 -0.85423 0.0247 -0.2196 0.8098
N 0.84870 -2.36722 1.79856 -0.0067 -0.0868 -0.2138
N -0.65505 4.62636 -3.13586 -0.0162 -0.0355 0.0171
C 1.61818 4.13564 2.23792 -0.0082 0.0212 -0.0313
C 1.48377 2.66201 4.13203 0.0154 -0.0405 -0.0080
C -0.03813 2.36931 2.26410 0.0629 -0.1746 0.1715
C -1.58473 -1.21139 2.90469 -0.5633 0.4059 -0.0863
C -1.73233 2.91715 -1.56643 0.0548 0.1281 -0.0669
C 0.44532 1.97673 3.51834 0.0309 0.0379 -0.0541
C -2.31770 -2.26684 2.33827 0.1588 0.1061 0.0217
C -1.35680 3.28919 -3.00817 -0.0600 -0.1598 -0.0015
C -1.76009 -0.90995 4.26327 0.0144 -0.0491 -0.0645
C -2.63582 -1.67832 4.99868 0.0276 -0.0066 0.0377
C 2.80224 -1.01850 0.95096 -0.0041 -0.0356 0.0174
C -5.44758 3.72835 1.39099 -0.0293 -0.0007 0.0207
C -4.26069 1.65740 1.15316 0.0428 0.0277 -0.0201
C -3.35193 -2.73854 4.41806 0.0050 -0.0406 0.0291
C -3.04402 2.32069 1.37865 -0.2869 -0.1739 0.4643
C 2.02622 0.13653 0.41235 -0.2206 -0.2064 0.1243
C -3.05894 3.70274 1.64078 0.0249 -0.0520 0.0072
C -5.45371 2.35766 1.15706 0.0037 0.0254 -0.0435
C 0.56869 3.46463 1.63432 -0.0726 -0.0309 0.0946
C 2.05884 -2.35058 0.92037 0.0335 0.0847 -0.0623
C 2.07314 3.73946 3.48913 0.0227 0.0104 0.0171
C -4.25513 4.39959 1.63617 0.0134 0.0214 -0.0582
C -3.20001 -3.04930 3.08429 0.0960 -0.0304 0.0140
H -2.22573 -2.53078 1.26971 -0.4081 -0.3119 -0.0847
H -1.22514 -0.10854 4.74689 -0.0230 0.0181 0.0044
H -0.69738 2.54605 -3.45491 -0.0093 0.0052 -0.0296
H -2.67946 2.37954 -1.61387 0.0016 -0.0031 0.0611
H 3.10362 -0.74215 1.96792 0.0236 -0.0197 -0.0042
H -2.13681 4.22792 1.86287 -0.0131 0.0015 0.0565
H -0.70037 1.15145 -1.29650 0.0432 0.0425 -0.1042
H -0.45478 4.83479 -4.11938 0.0128 -0.0075 -0.0070
H -2.78229 -1.45373 6.04729 0.0170 -0.0209 0.0065
H 0.23613 4.65611 -2.63608 0.0143 0.0129 -0.0140
H 0.20856 3.81016 0.67457 0.0088 0.0711 0.0152
H -6.38184 4.27440 1.39963 0.0005 -0.0016 0.0080
H -6.38818 1.84049 0.98690 -0.0006 0.0018 -0.0020
H 0.16572 2.44285 -0.81726 0.0002 0.0123 0.0667
H -0.00125 1.14467 4.04299 0.0374 -0.0304 -0.0085
H 1.83393 2.35418 5.10820 -0.0160 0.0128 0.0085
H 3.71960 -1.09776 0.36585 0.0238 0.0354 0.0335
H 2.08853 4.96981 1.73461 -0.0323 0.0292 0.0211
H -2.24973 3.36674 -3.62514 0.0051 0.0424 -0.0051
H -4.02915 -3.32154 5.02841 -0.0355 0.0382 -0.0034
H -1.92666 3.81367 -0.96993 -0.0359 -0.0038 -0.0222
H -3.75208 -3.85666 2.62405 0.0294 -0.0126 -0.0153
H 2.88303 4.27632 3.96470 0.0107 -0.0104 -0.0140
H -4.26376 5.46170 1.84130 -0.0006 -0.0014 0.0049
H 1.14571 -2.21602 2.76169 -0.1773 -0.0143 0.0603
H 2.74993 -3.13165 1.23506 -0.0402 -0.0280 0.0226
H -4.28387 0.58831 0.97749 -0.0208 -0.0114 0.0697
H 0.47245 -3.31434 1.75361 -0.0035 -0.0098 0.1519
H 1.72949 -2.58674 -0.09005 0.0143 -0.0021 -0.0094
H -1.23936 5.38892 -2.78297 0.0058 0.0139 0.0041
```
Forces are in eV/Å.

Properties
- Energy above the lowest of the compared OMol25 structures with the same formula, charge and spin: 191.2 kJ/mol
- Net charge: +3
- HOMO: -17.244 eV
- Spin multiplicity: 1
- DFT total energy: -2588.0064 hartree
- Frontier orbital gap: 6.4 eV


The following is a quantum chemistry calculation of a structure of composition C36H73Br2N3O4Si3 at a distorted geometry, from the OMol25 dataset.

Structure (XYZ):
```
121
Properties=species:S:1:pos:R:3:forces:R:3
Br 4.69645 -0.02632 -4.08451 0.1041 -0.0771 0.0257
Br 2.15839 0.77169 3.77702 0.0161 0.0169 -0.0564
Si 4.76306 0.59372 2.21266 0.6603 0.5589 0.3148
Si -3.59802 0.57185 0.60284 -0.2471 0.0571 0.7453
Si 5.00158 -0.76224 -0.38205 0.5806 0.0223 -0.4373
O -5.59095 -2.84236 3.21242 -0.0937 -0.0030 0.0148
O -5.62418 4.43450 -0.22278 -0.0358 0.1102 0.0343
O -0.72261 2.80585 -3.45753 -0.0356 -0.0808 -0.0100
O 5.66189 0.06226 0.90869 -1.1153 -0.3412 0.0564
N -6.11747 5.34753 -2.23686 -0.0536 0.0731 -0.1503
N -0.91424 0.69863 -4.28909 0.0229 -0.1050 -0.0406
N -3.99003 -3.47033 4.68830 0.1076 -0.0692 0.0969
C 6.42552 -1.52268 -1.32602 -0.5931 0.4190 0.0343
C 6.06026 -2.78592 -2.11698 0.8340 -0.2277 0.2024
C 3.08424 -0.28890 2.38718 0.2105 -0.1423 0.1607
C -1.76347 -1.66669 0.33616 -0.6033 -0.4695 -0.3643
C -1.70584 2.68293 0.04246 0.1286 -0.9536 0.1686
C -2.38385 -3.81382 -0.60476 0.1365 0.6388 0.2103
C -0.22034 2.58293 -0.27198 -0.2665 0.8886 0.3585
C 3.89401 0.44703 -1.33223 0.1826 -0.4354 -0.2265
C -4.67150 -3.56878 3.52993 0.0451 0.0095 -0.1781
C -3.05652 -1.17370 0.09766 -0.0586 0.1385 -0.2701
C 4.96053 -4.82349 -0.95408 0.2293 0.0247 1.0857
C -3.67018 -3.33006 -0.85874 0.3596 0.2101 0.2753
C 4.62056 2.45593 2.17472 -0.1234 -0.6037 -0.1280
C -4.37721 -2.43363 5.63059 -0.0490 -0.0186 -0.1276
C -0.67292 2.02084 -4.38500 -0.0370 0.0779 -0.0672
C -1.26276 0.13633 -2.99218 -0.0074 0.1429 -0.0765
C -2.89212 -4.35548 5.01587 -0.1011 0.1607 0.0667
C -5.29357 4.37612 -2.94004 -0.0028 0.0133 0.1445
C -6.81868 6.36408 -2.99397 0.1258 -0.1574 -0.0166
C 0.67777 3.02763 0.90215 -0.0506 -0.4624 -0.6534
C -4.00396 -2.02128 -0.50960 0.8046 -0.3049 0.1458
C 6.26918 -4.09383 -1.32171 -0.6724 -0.1162 -0.7327
C 1.59661 4.18910 0.53938 0.3388 0.1377 0.5462
C 4.81936 -5.06202 0.56559 -0.2025 0.4515 -0.3054
C -6.19813 5.26837 -0.89713 0.0222 0.0261 0.1201
C -0.84232 -0.18010 -5.43925 -0.0310 -0.0016 0.1807
C -2.11986 1.62894 1.10520 -0.0308 0.0726 -0.4890
C -4.63581 1.39197 -0.71641 0.2716 -0.2199 -0.1428
C 2.46538 -1.20421 -2.67460 0.2046 -0.0693 -0.6893
C 3.74887 2.98257 1.02381 0.3414 0.9235 0.7076
C 2.07477 -2.34516 3.64174 0.3214 -0.4095 -0.3511
C -1.42882 -2.97511 -0.01507 -0.5727 0.0208 -0.1088
C 2.87734 4.19703 1.38507 -0.3624 -0.4224 -0.1541
C 3.32422 0.04663 -2.68767 -0.4172 0.2360 0.3373
C 3.25372 -1.73079 2.88225 -0.2937 0.1611 0.5117
C -4.66578 0.31445 2.13352 0.5201 -0.3890 -0.6094
H 4.29710 -4.21430 1.00761 -0.0110 0.0640 0.1474
H 5.63380 2.85247 2.14279 0.1316 0.1070 -0.0728
H 6.71626 -2.82378 -2.98316 -0.0032 0.0452 -0.2080
H -2.23512 2.47897 -0.88649 -0.1698 0.3018 -0.1260
H 0.06851 3.28843 1.76280 -0.0872 0.0680 0.1965
H 3.01437 0.60903 -0.70412 -0.0814 0.0882 0.1507
H -5.41614 -2.56787 5.93284 -0.0009 0.0374 0.0253
H -3.10983 -4.91110 5.93064 0.0543 -0.0390 -0.0068
H 1.47061 -0.96089 -2.31305 -0.0626 -0.0397 0.3970
H -2.73662 -5.06409 4.20511 -0.0110 0.0000 -0.0272
H 4.24052 -5.94930 0.79890 -0.0140 -0.1779 0.0453
H 4.11057 -1.74134 3.55304 0.2179 -0.1529 0.0162
H -4.28550 -1.45039 5.16833 -0.0198 0.0214 0.0344
H -4.75108 2.45265 -0.49447 -0.0834 -0.0171 0.0321
H 1.05748 5.12005 0.70798 -0.0505 0.1759 -0.2411
H 4.43020 3.31854 0.24748 -0.1071 -0.3268 -0.5051
H -3.73492 -2.48482 6.50612 0.0260 -0.0232 0.0006
H -5.62128 0.93044 -0.74412 -0.1540 -0.0097 0.0090
H -6.84113 6.04663 -0.45247 -0.0097 -0.0043 -0.0148
H 5.51001 0.23627 3.44224 -0.0457 -0.1513 -0.0287
H -1.96524 3.67803 0.38901 -0.0647 0.2408 -0.1064
H 6.83685 -4.76218 -1.96345 0.2453 -0.1249 0.0491
H -5.65467 3.36612 -2.74621 0.0269 -0.0250 -0.0219
H -0.45818 0.31106 -2.27874 -0.0333 -0.0123 0.0598
H -7.51172 5.90175 -3.69975 -0.0280 0.0576 -0.0172
H -0.43272 -3.34063 0.18309 0.1314 -0.1092 0.0019
H -2.10552 -4.82689 -0.85017 -0.0728 -0.1396 -0.1006
H 2.43164 -0.22150 1.52240 -0.1514 -0.0368 -0.1068
H 5.78615 -5.10708 1.05360 0.1850 -0.2825 0.0851
H 2.20082 -3.42650 3.62100 -0.0514 -0.1546 0.0222
H -5.12218 1.22762 2.49686 -0.1274 0.1027 0.1097
H 3.43513 5.11564 1.22662 0.0794 0.1812 0.0634
H 2.90101 -2.02647 -2.11794 0.0102 -0.0545 0.2415
H -2.16643 0.60745 -2.60248 0.0267 -0.0330 0.0353
H 4.38869 1.41056 -1.43214 0.1166 0.1075 0.0965
H 4.88817 -5.78368 -1.45315 0.0220 -0.0570 -0.2812
H 4.11045 -4.21724 -1.25007 -0.1832 -0.0217 -0.3082
H 2.69134 0.86188 -3.01921 0.0078 0.1614 -0.2325
H -5.33271 4.57785 -4.00745 -0.0121 0.0314 -0.0095
H -5.40194 -0.45500 1.91311 -0.3171 0.0547 0.1256
H 5.05246 -2.75624 -2.51859 -0.2070 0.0847 -0.0347
H 4.12489 -1.88230 0.04415 -0.0340 0.0445 0.1871
H -0.08820 -0.95388 -5.28022 -0.0063 -0.0212 -0.0591
H -7.38268 7.00370 -2.31864 -0.0035 0.0001 0.0271
H -2.35141 2.08570 2.06413 -0.0604 0.1136 0.1402
H -0.57389 0.39191 -6.32479 0.0099 0.0247 -0.0041
H -0.00768 1.56108 -0.57730 0.1526 -0.1887 -0.0263
H -5.00996 -1.67935 -0.70342 -0.1073 0.1449 0.0110
H -0.42714 2.33959 -5.41283 0.0221 -0.0233 0.0042
H 2.07225 -2.06005 4.68474 -0.2150 0.2866 0.1328
H 3.47857 -2.39146 2.05168 0.1796 0.1807 -0.3190
H 1.88793 4.14261 -0.50796 -0.0958 0.0028 -0.2327
H 3.07953 2.21760 0.65000 0.1297 -0.1992 -0.2307
H -4.00780 -0.12241 2.88352 -0.0093 0.0901 0.3139
H 7.20192 -1.72277 -0.59108 0.1827 -0.1297 0.0493
H -1.25928 0.98496 1.28940 0.0487 -0.1186 0.1582
H -1.01804 -1.04387 0.80505 0.1118 0.1339 0.0590
H -1.43085 -0.93328 -3.09238 -0.0116 -0.0200 -0.0062
H -1.80746 -0.66089 -5.61074 0.0186 -0.0279 -0.0499
H 1.26914 2.16636 1.20461 0.0866 -0.0235 0.2519
H -4.30316 -4.37864 2.87630 0.0047 -0.0020 0.0190
H -4.41626 -3.96866 -1.30663 -0.0473 -0.1104 -0.0689
H 4.22351 2.72655 3.14964 -0.1400 0.1639 0.1114
H -6.10936 6.98027 -3.55003 -0.0452 0.0424 -0.0189
H -1.97290 -3.78407 5.16240 0.0393 -0.0539 0.0006
H 2.33412 -1.55213 -3.69607 -0.0751 -0.0825 -0.1253
H 2.58959 4.15518 2.43452 0.0447 0.0020 0.2068
H -4.20204 1.29979 -1.71285 0.0397 0.0120 -0.0894
H -0.03402 3.21820 -1.13038 0.1823 0.0009 -0.2500
H 1.12309 -2.12407 3.16900 -0.1991 0.1465 0.0459
H -4.26014 4.43679 -2.59583 0.0137 -0.0410 -0.0318
H 6.87637 -3.91341 -0.44131 0.0542 0.0701 0.1960
H 6.81956 -0.76130 -1.99591 0.0959 0.1315 -0.0562
```
Forces are in eV/Å.

Properties
- HOMO: -8.932 eV
- Spin multiplicity: 1
- DFT total energy: -7897.3928 hartree
- Frontier orbital gap: 9.4 eV


The following is a quantum chemistry calculation of a cluster of 2 separate species, C4H8 in total at a distorted geometry, from the OMol25 dataset.

Structure (XYZ):
```
12
Properties=species:S:1:pos:R:3:forces:R:3
C -1.82280 -0.36405 -0.07368 -3.0957 -1.9426 0.9511
C -1.11914 0.72070 -0.24401 -1.1860 1.0903 0.5596
C 1.93804 0.06580 -0.21601 5.8642 2.7530 1.0103
C 0.87983 -0.34451 0.36047 -1.2702 -2.1931 2.0646
H -2.62111 -0.32586 0.74562 1.1994 -0.4577 -1.1693
H 0.64848 0.08192 1.40318 -0.2035 -1.1655 -1.9494
H -0.38973 0.72842 -1.00530 0.3667 0.8462 -0.5594
H 2.49052 -0.36107 -1.03954 -0.6335 -0.0739 -0.5162
H 0.36208 -1.16082 -0.19978 0.2278 0.6504 1.4933
H -1.75417 -1.36336 -0.63688 -0.0274 1.8793 0.6904
H -1.24713 1.52295 0.51750 0.2405 -0.3081 -1.1643
H 2.63514 0.79987 0.38843 -1.4823 -1.0785 -1.4108
```
Forces are in eV/Å.

Properties
- Energy above the lowest of the compared OMol25 structures with the same formula, charge and spin: 299.1 kJ/mol
- HOMO: -9.077 eV
- Spin multiplicity: 1
- SMILES string: C=C.C=C
- DFT total energy: -157.0700 hartree
- Frontier orbital gap: 10.2 eV